(1)
{"formula": "C2H9N2O3", "method": "ωB97M-V with the def2-TZVPD basis set", "symbols": ["N", "C", "O", "O", "C", "N", "O", "H", "H", "H", "H", "H", "H", "H", "H", "H"], "xyz": [[1.19151, 0.64865, -0.34519], [0.56565, -0.56067, -0.00798], [0.96641, -0.71210, 1.28976], [1.05480, -1.65132, -0.69515], [-1.02874, -0.41388, -0.38547], [-1.32239, 0.94009, 0.08471], [-1.79350, -1.10128, 0.48276], [0.98767, 1.03004, -1.28930], [2.14751, 0.61993, -0.27079], [0.91054, -1.59124, 1.65306], [2.03316, -1.74451, -0.97056], [-1.18794, -0.55912, -1.51030], [-1.11855, 1.78874, -0.57649], [-2.31603, 1.00306, 0.43950], [-0.74923, 1.14032, 0.92195], [-2.04629, -1.99727, 0.22171]], "atomic_forces_ev_per_a": [[-2.737, 2.488, -2.077], [1.828, -0.708, -1.389], [-1.093, 1.236, 1.624], [0.577, -2.123, -2.112], [2.683, -0.548, -0.386], [-1.116, 4.122, -0.239], [-1.262, -1.677, 0.596], [0.094, -0.728, 0.771], [2.709, -0.170, 0.656], [-0.338, -0.718, -0.255], [-2.282, 0.979, 1.112], [0.079, 0.243, 1.617], [-0.489, -2.137, 1.313], [0.974, -0.189, -0.803], [0.143, -0.199, -0.242], [0.230, 0.129, -0.187]], "total_charge": 1, "spin_multiplicity": 1, "lumo_ev": -3.52, "smiles": "NC(O)(O)[C@H]([NH3+])O", "gap_ev": 10.7323, "energy_ha": -416.557033}



(2)
{"formula": "C4H12NO2", "method": "ωB97M-V with the def2-TZVPD basis set", "symbols": ["C", "C", "C", "C", "N", "O", "O", "H", "H", "H", "H", "H", "H", "H", "H", "H", "H", "H", "H"], "xyz": [[-1.94150, 1.09565, 0.26759], [-1.49476, -1.32719, 0.54842], [3.17572, 0.49596, -0.04950], [-0.03629, -0.12036, -0.86895], [-1.39011, -0.09174, -0.35800], [2.41390, -0.46498, 0.65644], [1.16617, -0.04613, 0.86761], [-2.67778, 0.75928, 0.97589], [-1.17908, 1.55307, 0.80770], [-2.25804, 1.94428, -0.40892], [-2.20031, -1.20407, 1.31869], [-1.75260, -2.15930, -0.15103], [-0.57399, -1.53961, 1.01453], [2.82932, 0.56048, -1.08203], [4.15508, 0.01858, 0.00644], [3.06868, 1.43425, 0.50554], [0.21996, -1.07606, -1.23664], [0.31459, 0.59177, -1.57569], [-1.83895, -0.42388, -1.23807]], "atomic_forces_ev_per_a": [[-0.925, 1.730, -0.846], [-0.433, -1.012, -1.939], [0.127, -0.054, 0.673], [2.238, 0.346, 1.599], [0.464, -2.437, -1.099], [-0.821, -0.923, -0.203], [-1.329, 0.461, -1.502], [-0.629, 0.309, -0.145], [1.570, 0.491, 1.227], [-0.078, -1.553, 0.271], [-1.214, 0.304, 0.527], [0.063, 0.517, 0.896], [1.244, 0.093, 0.267], [0.008, 0.101, -0.015], [0.202, 0.657, -0.208], [0.453, 0.008, -0.449], [0.147, -1.230, 0.082], [-0.246, 1.304, 0.007], [-0.841, 0.890, 0.857]], "total_charge": 1, "spin_multiplicity": 1, "lumo_ev": [-4.45, -4.48], "gap_ev": [9.4048, 8.9316], "energy_ha": -364.343485}



(3)
{"formula": "C3H22N2O7", "method": "ωB97M-V with the def2-TZVPD basis set", "symbols": ["C", "C", "N", "C", "N", "H", "H", "H", "H", "H", "H", "H", "H", "O", "H", "H", "O", "H", "H", "O", "H", "H", "O", "H", "H", "O", "H", "H", "O", "H", "H", "O", "H", "H"], "xyz": [[0.46900, 2.35285, -1.05482], [1.48984, 1.27248, -0.72470], [2.25090, 0.87301, -1.89142], [1.88186, 0.48247, -3.02288], [0.68506, 0.62499, -3.73256], [-0.12488, 2.83712, -0.26918], [-0.32695, 1.96151, -1.69183], [0.80292, 3.26222, -1.55950], [0.93592, 0.37120, -0.43282], [2.17358, 1.51950, 0.07712], [2.64311, 0.07951, -3.70256], [0.37676, -0.07635, -4.38522], [-0.06959, 0.87160, -3.12270], [-2.28832, 1.46521, 3.48866], [-1.68265, 1.90504, 2.88750], [-1.87510, 0.59418, 3.53751], [0.96137, -0.21651, 2.65157], [1.26199, 0.61778, 3.00988], [1.71895, -0.55943, 2.15790], [-1.42418, -2.82654, -0.93927], [-2.16317, -2.30492, -0.59891], [-1.75732, -3.06074, -1.81065], [-1.61018, -1.84442, 3.69163], [-1.70214, -0.90082, 3.79324], [-0.93058, -2.08098, 3.05733], [2.68417, -2.08132, -0.57470], [2.56079, -1.98204, -1.52450], [3.60603, -1.84352, -0.42796], [-1.16374, 0.62939, 1.36774], [-0.32277, 0.16983, 1.56838], [-1.72676, -0.12208, 1.14338], [-2.53221, 0.13844, -1.17607], [-1.70075, 0.46602, -1.53101], [-2.79235, 0.80753, -0.54090]], "atomic_forces_ev_per_a": [[-1.214, 1.274, 0.103], [-1.153, -0.190, -1.248], [1.054, -0.492, 0.653], [0.195, 0.125, -1.431], [-0.488, 0.144, 1.135], [0.405, -0.748, 0.687], [0.136, -0.058, -0.094], [0.789, -0.419, -0.360], [0.046, 0.141, 0.321], [0.126, 0.275, 0.055], [0.111, 0.013, 0.224], [0.541, -0.225, -0.139], [-0.440, 0.208, -0.077], [-0.100, 0.081, 0.954], [-0.166, 0.028, -0.253], [-0.288, 0.673, -0.157], [0.505, -0.479, -0.199], [0.083, 0.330, 0.236], [-0.066, -0.091, 0.039], [-0.360, 0.110, -0.041], [0.201, 0.141, 0.107], [0.190, -0.170, -0.121], [-0.592, -0.929, 0.329], [0.448, -0.183, -0.200], [0.175, 0.574, 0.000], [0.089, -0.097, 0.161], [-0.047, 0.120, 0.085], [-0.059, 0.033, -0.082], [0.434, -0.791, -0.726], [-0.099, 0.482, 0.084], [-0.269, 0.245, -0.103], [-0.187, -0.262, -0.262], [0.044, -0.098, 0.176], [-0.043, 0.236, 0.143]], "total_charge": 0, "spin_multiplicity": 1, "lumo_ev": 0.11, "smiles": "CC/N=C\\N.O.O.O.O.O.O.O", "gap_ev": 9.4567, "energy_ha": -763.627079}



(4)
{"formula": "C6H12N2O2", "method": "ωB97M-V with the def2-TZVPD basis set", "symbols": ["C", "O", "C", "N", "C", "C", "C", "C", "N", "H", "H", "H", "H", "H", "H", "H", "H", "H", "H", "O", "H", "H"], "xyz": [[1.28827, -1.40908, -4.26981], [1.76294, -0.65488, -3.16084], [0.85762, -0.09907, -2.35948], [1.23270, 0.63149, -1.39774], [0.23808, 1.16914, -0.49502], [0.42297, 0.57506, 0.90219], [-0.55903, 1.17684, 1.91511], [-0.43650, 0.58599, 3.25302], [-0.21339, 0.33145, 4.36740], [0.58731, -2.18681, -3.93804], [0.80174, -0.75149, -5.00387], [2.16218, -1.88217, -4.72461], [-0.19618, -0.31181, -2.60432], [0.36943, 2.26046, -0.44623], [-0.78847, 0.97782, -0.85563], [0.27944, -0.51227, 0.85082], [1.45675, 0.75653, 1.23264], [-0.40146, 2.26073, 2.00927], [-1.59908, 1.02836, 1.58275], [-2.47905, -1.70983, 4.40290], [-2.94861, -1.08647, 3.80637], [-1.83766, -1.14998, 4.93313]], "atomic_forces_ev_per_a": [[-0.235, -0.021, -0.059], [0.475, -0.161, -0.237], [-0.211, 0.672, 0.765], [-0.042, -0.429, -0.385], [-0.160, 0.043, -0.141], [0.188, -0.128, 0.016], [-0.440, -0.199, -0.266], [0.938, 0.449, 1.917], [-0.588, 0.089, -1.908], [0.116, 0.139, -0.120], [0.096, -0.193, 0.134], [-0.196, 0.138, 0.124], [0.110, -0.029, 0.041], [-0.026, -0.213, -0.012], [0.052, 0.031, 0.116], [0.068, 0.208, 0.037], [-0.302, -0.098, -0.094], [-0.043, -0.267, 0.080], [0.287, 0.076, -0.005], [0.432, 1.245, 0.351], [0.591, -0.524, 0.769], [-1.108, -0.829, -1.123]], "total_charge": 0, "spin_multiplicity": 1, "lumo_ev": 0.60, "smiles": "CO/C=N/CCCC#N.O", "gap_ev": 10.5455, "energy_ha": -495.770623}